[1]
# C17H21N2O2

3 unconnected molecules or ions with the total composition C17H21N2O2 (ωB97M-V/def2-TZVPD, the Open Molecules 2025 dataset).

Last column: natural (NBO) charge in e.
Geometry (Å):
C  -0.8837  4.5823  -1.4107  -0.685
C  -2.2813  4.0827  -1.9997  0.364
N  -3.2788  4.8895  -2.2523  -0.706
C  -2.3785  2.4940  -2.2165  -0.304
N  -1.9165  1.8973  -0.9296  -0.797
C  -1.5880  0.4775  -1.1197  -0.328
C  0.0076  0.2776  -1.2019  0.776
O  0.6695  0.2094  -0.1502  -0.628
O  0.7169  0.1689  -2.4373  -0.763
H  -0.6920  5.6809  -1.5900  0.204
H  -0.9475  4.3813  -0.2869  0.254
H  -0.0812  3.9019  -1.8543  0.213
H  -4.0590  4.3130  -2.5977  0.322
H  -1.7367  2.1685  -3.1085  0.136
H  -3.4531  2.1927  -2.4510  0.135
H  -2.1446  -0.0261  -1.9754  0.149
H  -1.8949  -0.0642  -0.1555  0.186
H  0.7988  1.1006  -2.7455  0.484
C  -2.9302  -4.5368  1.7975  -0.219
C  -2.1262  -3.4474  1.4786  -0.209
C  -1.6959  -3.2589  0.1698  -0.205
C  -2.0779  -4.1554  -0.8230  -0.201
C  -2.8849  -5.2430  -0.5051  -0.225
C  -3.3078  -5.4365  0.8057  -0.226
H  -3.2629  -4.6851  2.8192  0.205
H  -1.8340  -2.7445  2.2510  0.219
H  -1.0637  -2.4130  -0.0771  0.237
H  -1.7463  -4.0057  -1.8445  0.213
H  -3.1840  -5.9410  -1.2800  0.204
H  -3.9327  -6.2874  1.0545  0.203
C  3.5644  0.2281  1.3076  -0.209
C  4.6336  -0.5630  1.7164  -0.219
C  5.6707  -0.0051  2.4577  -0.226
C  5.6337  1.3431  2.7988  -0.231
C  4.5627  2.1333  2.3931  -0.224
C  3.5304  1.5770  1.6441  -0.196
H  2.7573  -0.2051  0.7270  0.259
H  4.6588  -1.6158  1.4561  0.206
H  6.5072  -0.6210  2.7705  0.200
H  6.4395  1.7776  3.3808  0.201
H  4.5330  3.1844  2.6605  0.205
H  2.6984  2.1936  1.3233  0.228

Output
Charge: -1
2S+1: 1
Kohn-Sham gap: 5.565 eV

[2]
# C40H37AuBN10O2S

A molecular structure, C40H37AuBN10O2S (ωB97M-V/def2-TZVPD, the Open Molecules 2025 dataset).

Last column: Löwdin spin population.
Geometry (Å):
Au  0.5147  0.5079  0.5961  0.581
C  -4.2131  2.1203  3.4318  0.000
C  -3.6268  1.6496  2.1403  0.000
C  -4.1926  1.6517  0.8814  0.000
C  -3.2215  1.0694  0.0529  0.000
N  -2.1225  0.8056  0.7319  -0.003
N  -2.3757  1.1359  2.0191  0.000
B  -1.4682  0.5516  3.1244  -0.001
N  -1.0564  -0.9017  2.7415  0.002
N  -0.3102  -1.2023  1.6461  0.081
C  -0.0936  -2.5170  1.6394  0.007
C  -0.7460  -3.0839  2.7424  0.002
C  -1.3367  -2.0350  3.4124  -0.001
C  -2.1509  -2.0660  4.6634  0.000
C  0.7441  -3.2182  0.6384  0.000
C  1.2203  -2.6104  -0.5233  0.001
C  2.0527  -3.2953  -1.3973  0.000
C  2.4065  -4.6118  -1.1411  0.000
C  1.9197  -5.2349  -0.0012  0.000
C  1.1027  -4.5432  0.8793  -0.001
N  -0.1444  1.3554  3.3638  0.007
N  0.9741  1.0392  2.6617  0.145
C  2.0078  1.6768  3.2167  0.012
C  1.5502  2.3981  4.3205  0.006
C  0.1858  2.1672  4.3826  0.005
C  -0.8105  2.6773  5.3689  0.001
C  3.3866  1.5070  2.7253  0.000
C  4.3480  2.4729  3.0128  0.000
C  5.6398  2.3482  2.5230  0.000
C  5.9856  1.2542  1.7405  -0.001
C  5.0373  0.2761  1.4675  0.000
C  3.7471  0.3982  1.9610  -0.002
C  -3.3332  0.6157  -1.3536  0.005
C  -4.5004  1.0219  -2.2140  0.002
C  -4.9375  0.0971  -3.2663  0.014
C  -4.2102  -0.9850  -3.5747  -0.001
C  -3.0876  -1.3914  -2.7510  0.018
C  -2.7139  -0.6893  -1.6677  0.005
H  -5.2578  2.3826  3.2795  0.000
H  -3.6941  3.0067  3.8002  0.000
H  -4.1598  1.3574  4.2082  0.000
H  -5.1900  1.9683  0.6240  0.000
H  -2.0769  0.5263  4.1524  0.000
H  -0.7925  -4.1220  3.0251  0.001
H  -2.2216  -3.0918  5.0188  0.000
H  -3.1602  -1.6904  4.4927  0.000
H  -1.6969  -1.4601  5.4476  0.000
H  0.9412  -1.5945  -0.7660  0.001
H  2.4321  -2.7939  -2.2801  0.000
H  3.0578  -5.1468  -1.8206  0.000
H  2.1875  -6.2615  0.2127  0.000
H  0.7538  -5.0413  1.7745  0.000
H  2.1327  2.9763  5.0190  0.001
H  -0.2987  3.2248  6.1570  0.000
H  -1.3785  1.8643  5.8208  0.000
H  -1.5199  3.3522  4.8885  0.000
H  4.0812  3.3375  3.6090  0.000
H  6.3776  3.1060  2.7530  0.000
H  6.9933  1.1564  1.3576  0.000
H  5.3062  -0.5931  0.8810  0.000
H  3.0211  -0.3844  1.7716  -0.001
H  -5.2356  1.7035  -1.8029  0.000
H  -5.8758  0.2998  -3.7676  0.001
H  -4.5289  -1.6432  -4.3729  0.000
H  -2.6128  -2.3430  -2.9637  0.001
H  -2.0155  -1.1010  -0.9460  0.000
N  0.1477  -2.5218  -7.5479  0.033
C  0.0086  -1.6881  -6.4849  0.029
C  -0.4273  -0.3636  -6.6703  0.006
C  -0.5656  0.4859  -5.5973  0.027
C  -0.2299  0.0214  -4.3271  0.075
C  0.1670  -1.2959  -4.1086  0.023
C  0.2970  -2.1411  -5.1832  0.003
S  -0.4873  1.0805  -2.9578  0.336
O  -3.2128  1.6237  -2.3779  0.013
O  -0.6089  2.4670  -3.3878  0.260
N  0.5619  0.7336  -1.8023  0.163
C  1.6208  1.6395  -1.6817  0.019
N  1.9013  1.9029  -0.3946  0.082
C  2.8929  2.7577  -0.1314  0.005
C  3.5971  3.3488  -1.1542  0.013
C  3.2442  2.9944  -2.4502  -0.002
N  2.2627  2.1410  -2.7228  0.019
H  -0.0503  -2.2061  -8.4790  0.001
H  0.4253  -3.4772  -7.4242  0.001
H  -0.6560  -0.0132  -7.6694  0.000
H  -0.9092  1.5029  -5.7322  0.002
H  0.3782  -1.6449  -3.1056  0.002
H  0.6251  -3.1630  -5.0329  0.000
H  3.1123  2.9565  0.9084  0.000
H  4.3917  4.0499  -0.9486  0.001
H  3.7734  3.4019  -3.3042  0.000

Output
Charge: +1
2S+1: 3
⟨S²⟩: 2.013
Kohn-Sham gap (spin up / spin down): 8.353 / 5.936 eV

[3]
# C8H18FeNO10P2

A molecular structure, C8H18FeNO10P2 (ωB97M-V/def2-TZVPD, the Open Molecules 2025 dataset).

Last column: Löwdin spin population.
Geometry (Å):
Fe  -0.0448  0.0354  0.4601  0.344
O  4.2705  0.7789  0.0601  0.000
P  2.7750  0.8042  -0.5615  0.000
O  2.8582  0.5814  -2.0267  0.000
O  1.9476  -0.0984  0.3262  0.000
O  2.3246  2.3310  -0.2631  0.000
P  0.8871  2.8691  -0.8856  0.001
O  1.2109  2.8272  -2.4643  0.000
O  0.6548  4.2604  -0.4619  0.002
O  -0.1078  1.7731  -0.5709  -0.002
H  4.1980  0.6855  1.0213  0.000
H  1.6958  1.9923  -2.6576  0.000
C  -3.5603  -1.6887  1.6625  0.000
C  -2.6072  -1.4655  0.4923  -0.001
C  -3.3041  -1.7438  -0.8340  0.000
O  -2.1957  -0.1010  0.4448  0.003
C  -1.3957  -2.4404  0.5802  0.003
O  -1.6240  -3.6346  0.8007  0.007
O  -0.2479  -1.9047  0.4496  0.004
H  -4.4795  -1.1184  1.5015  0.000
H  -3.0979  -1.3432  2.5901  0.000
H  -3.7904  -2.7495  1.7546  0.000
H  -4.1902  -1.1088  -0.9170  0.000
H  -3.5914  -2.7935  -0.8948  0.000
H  -2.6325  -1.5053  -1.6603  0.000
H  -1.8221  0.1568  1.3402  0.002
C  -0.0951  -1.1765  3.8842  0.028
C  0.0672  0.2730  3.3972  0.054
C  1.5612  0.6208  3.3647  0.002
C  -0.6365  1.2205  4.3856  0.018
N  -0.6172  0.4102  2.1402  0.526
H  0.4159  -1.3291  4.8429  0.005
H  0.3234  -1.8674  3.1491  0.000
H  -1.1527  -1.4165  4.0121  0.001
H  1.9917  0.5615  4.3717  0.000
H  1.7026  1.6344  2.9790  0.000
H  2.0988  -0.0589  2.7021  0.000
H  -0.1809  1.1669  5.3820  0.002
H  -1.6931  0.9571  4.4631  0.000
H  -0.5688  2.2496  4.0251  0.002

Output
Charge: -2
2S+1: 2
⟨S²⟩: 1.101
Kohn-Sham gap (spin up / spin down): 6.707 / 6.881 eV

no.,molecular weight (g/mol),F_max (hartree/bohr)
1,285.367,0.0620
2,929.650,0.0150
3,406.022,0.0318